No. 1
5 unconnected molecules or ions with the total composition C19H26F12NO13P. Source: OMol25; level of theory: ωB97M-V with the def2-TZVPD basis set.

Atoms and positions in Å:
C  -2.88887  -2.02092  6.48219
C  -2.53348  -2.44050  5.07526
O  -3.60787  -3.20384  4.46362
C  -4.61032  -2.49089  3.98717
O  -4.72612  -1.30069  4.01406
C  -5.64970  -3.41708  3.31289
F  -5.93353  -4.47603  4.07394
F  -5.16445  -3.85843  2.14309
F  -6.77588  -2.75274  3.07408
H  -3.14400  -2.89084  7.08801
H  -2.03526  -1.51787  6.93584
H  -3.73073  -1.33041  6.48380
H  -1.68467  -3.11980  5.06002
H  -2.31146  -1.58066  4.44366
C  1.39662  -1.14934  -0.20670
C  0.89315  -2.57362  -0.22760
O  1.60587  -3.37274  -1.20218
C  2.78834  -3.82699  -0.82722
O  3.33553  -3.67424  0.22448
C  3.40456  -4.66980  -1.96953
F  3.29684  -4.04698  -3.15044
F  2.77102  -5.84595  -2.06067
F  4.69177  -4.90046  -1.73759
H  1.33441  -0.70556  -1.20083
H  0.79407  -0.55067  0.47639
H  2.43627  -1.10208  0.11616
H  -0.14688  -2.62024  -0.54220
H  0.97761  -3.04611  0.75057
C  1.42256  7.49276  2.64996
C  0.36914  7.42616  1.56888
O  0.70105  6.42404  0.57508
C  0.41542  5.17579  0.89025
O  -0.09741  4.77486  1.89580
C  0.80390  4.23414  -0.27566
F  2.02160  4.51122  -0.74543
F  -0.07665  4.37441  -1.27635
F  0.78264  2.96897  0.12873
H  2.40427  7.68053  2.21526
H  1.18643  8.30445  3.33787
H  1.46319  6.56354  3.21643
H  0.31569  8.35338  1.00387
H  -0.61656  7.20282  1.97493
C  5.57583  -2.91404  -5.22219
C  4.79458  -3.39185  -6.42309
O  4.56652  -2.31565  -7.36549
C  5.57228  -2.02853  -8.17387
O  6.64212  -2.55935  -8.22883
C  5.16021  -0.88146  -9.12805
F  4.56098  0.11413  -8.46782
F  4.30364  -1.34686  -10.04876
F  6.22404  -0.39197  -9.75369
H  5.06663  -2.07611  -4.74551
H  5.66124  -3.72350  -4.49817
H  6.57841  -2.59461  -5.50383
H  3.79648  -3.71934  -6.14184
H  5.29984  -4.20854  -6.93717
C  -5.38455  0.98437  1.51947
P  -5.24360  2.21323  2.88370
O  -4.78807  3.59360  2.05675
C  -3.55219  1.70336  3.57920
O  -3.45259  1.63381  4.76443
O  -2.50356  1.26284  2.81216
C  -2.20651  1.93689  1.60756
O  -1.59093  1.06124  0.68624
N  -2.33298  -0.12468  0.44407
O  -2.16158  -0.48787  -0.64661
H  -5.43277  1.49875  0.55848
H  -6.32416  0.45052  1.67060
H  -4.58380  0.24735  1.51820
H  -5.54118  4.19077  2.00334
H  -1.44246  2.69492  1.77916
H  -3.08711  2.38709  1.15327

Forces on the atoms, in the same order (eV/Å):
-0.12 -0.05 0.01
0.19 0.09 0.05
-0.07 0.01 -0.05
0.10 -0.04 0.03
-0.12 0.10 -0.13
0.04 0.04 0.02
-0.01 0.01 0.00
-0.01 0.00 0.01
0.00 0.00 -0.01
0.04 0.00 0.01
0.01 0.00 -0.01
0.04 0.03 -0.02
-0.04 -0.04 -0.01
-0.07 0.01 -0.01
0.19 0.03 -0.14
-0.24 0.14 0.21
0.06 -0.03 0.00
0.00 -0.03 -0.01
-0.03 0.01 -0.04
-0.01 0.04 0.06
-0.02 -0.01 -0.02
0.01 0.00 -0.02
-0.01 -0.02 -0.01
-0.10 0.01 0.02
-0.01 0.00 0.00
-0.03 -0.04 0.08
0.04 -0.04 -0.10
0.11 -0.04 -0.03
0.06 -0.09 -0.03
-0.07 0.15 0.09
0.01 -0.07 -0.01
0.01 -0.01 -0.02
-0.01 0.00 -0.05
-0.02 0.04 0.05
0.00 0.00 0.00
0.01 0.00 0.00
0.00 0.00 -0.01
-0.01 0.04 0.01
0.00 0.00 0.00
-0.03 0.01 0.01
0.02 -0.03 -0.04
0.02 -0.06 0.00
0.06 0.14 -0.02
-0.03 -0.19 0.12
0.03 0.03 -0.04
-0.02 0.01 -0.03
-0.04 0.02 0.02
0.03 -0.04 0.03
0.01 0.00 0.00
0.00 0.01 0.01
-0.01 0.00 0.00
-0.03 -0.04 0.03
0.00 0.00 0.00
0.00 -0.05 -0.03
-0.02 0.05 -0.02
0.04 0.06 -0.04
-0.20 -0.13 0.12
0.09 0.01 -0.05
0.03 -0.15 -0.10
-0.08 0.00 -0.15
0.05 -0.09 0.30
0.09 0.21 0.00
0.09 -0.03 -0.05
0.09 -0.22 -0.21
-0.43 0.40 0.04
0.33 -0.26 0.00
0.07 0.01 0.01
0.03 -0.02 -0.07
0.03 0.04 -0.04
0.07 0.08 0.12
-0.09 0.04 0.10
-0.12 -0.05 0.10

Frontier orbital gap   9.18 eV
LUMO level   -0.28 eV
Net charge   0
Highest occupied orbital energy   -9.46 eV

No. 2
A molecular structure, C19H26F30N7O22S10 in a non-equilibrium geometry. Source: OMol25; level of theory: ωB97M-V with the def2-TZVPD basis set.

Atoms and positions in Å:
C  2.97365  0.41532  2.19454
N  2.21474  1.66001  2.27737
C  1.48055  1.81122  0.93729
C  1.19109  1.71361  3.40015
C  3.11746  2.84377  2.46088
C  3.89237  2.68455  3.80953
O  5.32224  2.51302  3.52260
H  3.67952  0.49293  1.32747
H  2.30846  -0.41234  2.00462
H  3.56886  0.18645  3.10493
H  1.05058  0.85811  0.61829
H  2.24096  1.98932  0.17361
H  0.81417  2.65609  1.11238
H  0.42759  0.99402  3.23307
H  0.79461  2.70571  3.34161
H  1.65197  1.67450  4.38824
H  2.46340  3.69505  2.61120
H  3.78874  2.93207  1.56679
H  3.55481  1.88128  4.44684
H  3.68201  3.53316  4.46614
H  5.81458  2.16024  4.30426
C  -2.18123  -1.06535  -3.98754
C  -1.25493  -0.97372  -2.76208
C  -1.96226  -0.59052  -1.48007
O  -1.00242  -0.54306  -0.41942
C  -1.59401  -0.37176  0.86909
N  -0.34831  -2.16044  -2.54057
H  0.50109  -2.15015  -3.14884
H  0.05984  -2.12374  -1.60313
H  -0.94635  -2.95632  -2.73580
H  -2.90688  -0.28808  -3.84510
H  -2.78866  -2.01414  -4.19887
H  -1.61765  -0.80055  -4.85174
H  -0.66471  -0.09009  -2.93899
H  -2.69347  -1.37224  -1.20463
H  -2.43778  0.39344  -1.59868
H  -0.81816  -0.57347  1.58943
H  -2.45259  -1.06006  0.99126
H  -1.95770  0.67195  0.98079
C  -2.33706  6.11456  2.14718
F  -2.92571  5.81356  0.94404
F  -2.79263  7.32069  2.60193
F  -2.66242  5.18698  3.01530
S  -0.49931  6.23750  1.93266
O  0.02959  4.91111  1.69863
O  -0.33743  7.24314  0.89222
N  -0.12948  6.89202  3.33161
S  0.63635  6.30912  4.57508
O  1.38828  5.12278  4.19188
O  1.27583  7.39248  5.30789
C  -0.64627  5.65384  5.79813
F  -1.34006  4.63876  5.25230
F  0.01086  5.13214  6.82464
F  -1.49147  6.59624  6.22337
C  3.04457  -4.29325  -2.06728
F  3.92889  -4.66585  -3.04180
F  1.83515  -4.61062  -2.49937
F  3.30947  -5.03677  -0.92842
S  3.20919  -2.45303  -1.71608
O  2.11333  -2.20575  -0.80212
O  4.54021  -2.39041  -1.27375
N  2.88236  -1.85047  -3.15108
S  3.72113  -0.91151  -4.05270
O  3.57288  0.44187  -3.60376
O  5.02678  -1.36055  -4.41382
C  2.69834  -1.05920  -5.55791
F  2.75900  -2.30892  -6.22333
F  1.38390  -0.96008  -5.20003
F  2.92673  -0.08340  -6.43972
C  -4.02404  3.21912  -4.03359
F  -3.56944  2.91146  -5.27001
F  -3.00681  3.24891  -3.21133
F  -4.48320  4.46602  -4.19447
S  -5.42675  2.00155  -3.49759
O  -5.77215  1.24632  -4.65018
O  -4.77382  1.36327  -2.40137
N  -6.60774  3.00301  -3.18920
S  -7.07451  3.51537  -1.82104
O  -8.22253  2.87808  -1.20542
O  -5.89822  3.62517  -0.94734
C  -7.64409  5.14812  -2.39641
F  -6.58585  5.95751  -2.49766
F  -8.20810  5.16850  -3.59396
F  -8.49083  5.79938  -1.54795
C  4.90532  -2.70662  4.95476
F  4.65028  -1.71986  4.11015
F  5.20177  -3.80929  4.23410
F  6.00361  -2.34783  5.69954
S  3.48209  -2.74818  6.17951
O  3.83943  -3.79582  7.15036
O  3.54030  -1.36335  6.50963
N  2.11518  -3.19556  5.54064
S  1.07943  -2.32494  4.78795
O  -0.23763  -2.32597  5.41550
O  1.61046  -1.05569  4.37836
C  0.82943  -3.36550  3.31362
F  -0.11325  -2.76967  2.55590
F  1.91427  -3.59418  2.66905
F  0.31903  -4.55451  3.75584
C  -1.01277  -6.03298  -0.78173
F  -2.01654  -5.94912  0.12580
F  -0.08383  -4.99991  -0.61693
F  -0.30818  -7.11945  -0.51945
S  -1.68644  -6.01697  -2.52328
O  -2.88545  -6.83232  -2.34079
O  -1.76218  -4.55466  -2.75971
N  -0.65154  -6.67673  -3.53666
S  -0.97360  -6.79405  -5.09713
O  -0.23509  -7.91435  -5.51352
O  -2.34283  -6.59792  -5.46361
C  -0.08362  -5.37539  -5.83867
F  1.35217  -5.47109  -5.92519
F  -0.47009  -5.04054  -7.07335
F  -0.28882  -4.23610  -5.11579

Forces on the atoms, in the same order (eV/Å):
1.82 -0.92 -0.17
-0.75 0.17 -0.51
0.76 0.08 0.65
0.82 0.72 -0.25
0.80 -0.44 1.08
1.32 0.30 -0.26
-0.50 -0.09 0.76
-0.59 0.03 0.71
-0.25 -0.15 0.07
-0.65 0.38 -0.59
-0.50 0.24 0.56
-0.05 0.46 0.18
-0.20 -0.20 -0.65
-0.34 -0.77 0.06
-0.57 0.63 -0.20
-0.03 -0.70 -0.38
-0.06 0.29 -0.57
-0.54 -0.04 1.01
-0.15 -0.75 -0.36
0.40 0.50 -0.47
-1.00 0.45 -0.85
-0.66 -1.42 0.56
-0.01 0.80 -0.12
-0.27 -0.88 1.04
0.04 -0.07 -0.29
-0.62 0.47 -0.78
0.38 1.50 -0.88
-0.81 -0.04 0.06
-0.29 -0.26 0.39
0.28 -1.24 0.32
-0.52 0.48 0.01
1.19 1.05 0.71
0.39 -0.06 -0.83
0.91 0.02 -0.28
-0.19 0.40 -0.17
-0.16 -0.36 -0.11
0.10 -0.15 0.30
0.44 0.21 0.11
0.11 -0.49 0.01
-0.36 0.77 -1.29
0.60 0.56 1.48
0.10 -1.18 -0.66
-0.23 -0.30 0.27
0.75 1.02 -0.54
-0.52 0.37 0.10
-0.23 -1.18 1.06
-0.27 0.13 0.50
0.54 0.23 -0.91
-0.09 0.49 1.02
-0.65 -1.30 -0.55
0.25 -0.36 -0.98
-0.03 0.53 0.02
0.17 0.22 0.60
0.22 -0.27 -0.10
0.84 -0.70 0.03
-0.62 0.35 1.13
-0.16 0.05 0.06
-0.27 1.12 -1.53
-1.98 -1.59 -1.20
0.35 0.26 -0.38
1.78 0.92 0.66
-0.70 -1.31 1.32
0.91 0.53 0.71
-0.01 0.37 -0.52
0.20 -0.18 -0.27
-2.17 -1.74 -1.49
0.56 2.39 1.27
0.64 0.18 -0.15
0.37 -0.62 0.37
-1.20 0.28 -1.51
0.23 -0.76 0.17
0.39 -0.24 0.55
-0.30 0.29 0.62
0.75 1.80 0.10
0.05 -0.40 -0.65
-0.19 -0.60 0.54
-0.27 -1.05 -1.53
1.89 -1.74 3.32
0.26 0.69 -1.01
-1.79 0.98 -0.62
0.06 2.40 0.23
0.57 -0.05 0.13
-0.60 -0.66 -0.23
0.18 -1.00 -0.11
0.30 -0.32 0.46
0.21 0.17 -0.54
-0.24 0.63 0.78
-0.74 -0.59 -0.87
0.07 -2.35 1.36
-0.15 1.80 -1.48
-0.08 0.67 0.74
1.05 -0.85 0.27
-1.67 0.78 1.23
1.50 -0.10 -0.66
-0.10 0.38 -0.70
-2.20 -0.50 1.61
0.57 -0.33 -0.25
1.24 -0.09 -1.26
0.29 0.67 -0.63
2.00 0.72 0.60
1.12 0.40 -1.21
-1.99 -0.89 -0.01
-0.28 -0.64 -0.03
-1.52 0.94 -0.96
1.15 1.31 -0.26
-0.72 -1.73 0.52
-0.42 0.55 0.68
-0.15 0.21 2.23
0.67 -1.42 -1.45
0.24 0.18 -0.16
2.94 3.05 -0.42
-2.98 -0.58 0.47
-0.21 -0.97 0.09
0.03 -0.98 -0.02

Frontier orbital gap   9.23 eV
LUMO level   4.63 eV
Net charge   -3
Highest occupied orbital energy   -4.60 eV

No. 3
A molecular structure, C19H26F5N6O13P2TaTe. Source: OMol25; level of theory: ωB97M-V with the def2-TZVPD basis set.

Atoms and positions in Å:
Ta  1.59840  -0.36233  0.31497
N  2.68992  -0.36408  2.31425
C  3.88029  -1.23355  2.25979
C  4.56419  -0.94947  0.94032
O  5.74679  -1.14917  0.74692
N  3.68322  -0.42118  0.05142
C  4.20799  0.03351  -1.21542
C  3.20127  1.01056  -1.75876
O  3.30988  1.68756  -2.75004
O  2.08657  1.03695  -1.02133
H  2.99064  0.57857  2.54008
H  2.03847  -0.61582  3.05170
H  3.56184  -2.27339  2.28275
H  4.56495  -1.04184  3.08415
H  4.29767  -0.77740  -1.94459
H  5.19090  0.49298  -1.10865
N  0.23173  1.26979  -3.02868
C  -0.92755  0.31280  -3.15223
C  -2.04146  1.00012  -3.94180
P  -1.52498  -0.10145  -1.44323
O  -2.22266  1.25300  -0.97230
O  -2.49586  -1.19818  -1.45830
O  -0.23770  -0.24316  -0.62919
P  -0.22204  -1.12268  -4.08797
O  -1.41186  -1.46295  -5.08117
O  -0.20200  -2.39573  -3.15806
O  1.04702  -0.70573  -4.68996
H  0.21537  1.87056  -2.17904
H  0.32153  1.83577  -3.87213
H  1.12316  0.76985  -2.95712
H  -2.36339  1.90263  -3.42416
H  -2.89078  0.32618  -4.02661
H  -1.71240  1.25279  -4.95192
H  -1.57234  1.93741  -0.72333
H  -1.27470  -2.28462  -5.57112
N  -0.07271  -0.92289  1.88649
C  -1.12204  -1.40990  1.84158
N  -2.29460  -1.97574  1.80116
C  -3.50655  -1.13544  1.71390
C  -4.65974  -1.93634  2.28775
O  -4.80911  -3.17125  1.61608
C  -3.65053  -3.97449  1.75186
C  -2.43678  -3.29624  1.14972
H  -3.68717  -0.88885  0.66514
H  -3.34471  -0.22322  2.28738
H  -5.59196  -1.38943  2.15672
H  -4.49653  -2.11046  3.35986
H  -3.85027  -4.90794  1.22901
H  -3.47080  -4.19195  2.81315
H  -2.56267  -3.13925  0.07638
H  -1.53202  -3.87515  1.32543
O  0.02719  2.70054  -0.61762
C  0.34376  2.67083  0.57169
N  0.85074  1.60544  1.28441
C  0.79878  1.97069  2.64969
O  1.03112  1.26194  3.60133
C  0.36683  3.39565  2.75426
C  0.20148  4.21477  3.85122
C  -0.22449  5.51651  3.60227
C  -0.48013  5.95851  2.30509
C  -0.32203  5.11309  1.21092
C  0.11299  3.83132  1.47601
H  0.39478  3.85789  4.85381
H  -0.36306  6.20104  4.42876
H  -0.81102  6.97704  2.15049
H  -0.52734  5.44150  0.20104
F  2.38894  -3.13616  -3.50096
Te  1.24120  -3.10600  -2.05121
F  1.75699  -2.21473  0.84088
F  2.47471  -4.06524  -1.06989
F  -0.04359  -3.32768  -0.72650
F  0.63147  -4.74075  -2.67531
O  1.78680  -1.44595  -1.54119

Forces on the atoms, in the same order (eV/Å):
-0.23 -0.78 0.23
-0.04 0.06 0.07
0.01 0.01 0.01
-0.03 -0.02 -0.03
0.01 -0.01 0.00
-0.01 0.18 0.07
0.05 -0.01 0.00
-0.16 0.13 0.06
0.04 -0.10 -0.06
0.19 0.18 -0.24
-0.03 0.02 0.03
-0.02 -0.04 -0.01
0.00 0.00 0.00
0.00 0.00 0.00
0.03 -0.01 0.02
-0.01 0.02 0.00
0.26 0.07 -0.02
-0.01 -0.01 0.03
-0.05 -0.07 -0.04
0.11 -0.01 0.11
-0.07 0.01 0.00
-0.02 -0.04 -0.07
-0.10 0.19 0.02
-0.19 -0.12 0.07
-0.01 0.00 -0.01
0.24 0.10 -0.04
0.03 0.04 0.03
-0.14 -0.03 -0.02
-0.03 0.04 0.04
0.04 -0.09 -0.08
0.00 0.02 0.00
-0.03 0.04 0.03
0.02 -0.02 0.01
0.02 -0.03 -0.03
-0.03 0.00 0.03
0.10 0.04 0.28
-0.09 -0.06 -0.14
0.02 0.11 -0.04
0.03 -0.02 0.03
0.00 -0.01 0.00
-0.01 0.01 0.00
0.02 0.00 0.02
-0.01 -0.03 0.01
-0.01 -0.01 0.00
0.00 0.00 0.00
0.00 0.00 0.00
0.00 0.00 0.00
0.00 0.00 0.00
-0.01 0.00 0.00
0.01 0.01 0.01
0.00 0.01 0.00
-0.01 0.12 0.07
0.07 -0.06 -0.04
0.11 0.10 -0.07
-0.12 -0.03 0.01
0.12 -0.04 -0.09
0.01 0.02 -0.01
0.01 -0.01 -0.01
0.00 0.01 -0.01
0.00 0.00 0.01
-0.01 -0.01 0.01
-0.04 -0.01 0.00
0.00 0.00 0.00
0.00 0.00 0.00
0.00 0.00 0.00
0.00 0.00 0.00
0.02 0.05 0.01
-0.13 0.08 -0.04
-0.05 0.16 -0.08
0.04 -0.01 0.02
-0.03 0.00 0.02
0.01 -0.06 -0.02
0.07 -0.05 -0.18

Energy relative to the best compared isomer or geometry (same formula, charge and spin)   0.0 kJ/mol
Frontier orbital gap   8.63 eV
LUMO level   -0.75 eV
Net charge   0
Highest occupied orbital energy   -9.38 eV